The following is a quantum chemistry calculation of a molecular structure, C36H27BrN7O5RbSe, from the Open Molecules 2025 dataset.

Positions of all 78 atoms, in Å:
Rb (-0.378, -0.199, -0.268)
C (-0.519, 2.970, 2.546)
C (0.549, 2.508, 1.591)
C (1.496, 1.571, 1.986)
C (2.487, 1.134, 1.109)
C (3.486, 0.099, 1.552)
C (2.514, 1.653, -0.179)
C (1.563, 2.576, -0.614)
C (1.550, 3.055, -2.041)
C (0.590, 2.996, 0.286)
H (-1.486, 3.006, 2.044)
H (-0.293, 3.969, 2.930)
H (-0.600, 2.289, 3.393)
H (1.437, 1.141, 2.980)
H (4.063, 0.461, 2.407)
H (4.185, -0.150, 0.753)
H (2.982, -0.821, 1.858)
H (3.263, 1.301, -0.878)
H (0.728, 2.592, -2.593)
H (2.475, 2.792, -2.553)
H (1.418, 4.138, -2.090)
H (-0.177, 3.688, -0.047)
O (2.618, -1.170, -7.492)
C (3.390, -1.300, -6.522)
O (4.592, -1.638, -6.497)
C (2.767, -1.000, -5.133)
C (3.521, -1.118, -3.971)
C (2.927, -0.834, -2.755)
N (1.653, -0.458, -2.617)
C (0.922, -0.353, -3.734)
C (1.447, -0.598, -4.998)
C (-0.521, 0.072, -3.526)
O (-0.829, 1.233, -3.916)
O (-1.281, -0.736, -2.946)
H (4.555, -1.426, -4.048)
H (3.500, -0.910, -1.833)
H (0.841, -0.484, -5.887)
Br (7.776, -1.821, 1.401)
C (6.538, -2.963, 2.283)
C (5.583, -2.411, 3.121)
C (4.663, -3.235, 3.746)
C (4.701, -4.618, 3.549)
C (5.696, -5.151, 2.733)
C (6.604, -4.330, 2.083)
N (3.897, -5.516, 4.302)
N (2.671, -5.317, 4.516)
C (1.885, -4.402, 3.825)
C (0.886, -3.802, 4.597)
C (0.125, -2.746, 4.157)
C (0.257, -2.224, 2.833)
O (-0.372, -1.234, 2.418)
C (1.173, -2.987, 1.945)
N (1.164, -2.627, 0.645)
C (1.891, -3.298, -0.218)
C (2.654, -4.416, 0.153)
C (2.678, -4.793, 1.467)
C (1.961, -4.054, 2.432)
H (5.548, -1.342, 3.272)
H (3.904, -2.800, 4.383)
H (5.741, -6.226, 2.608)
H (7.357, -4.749, 1.429)
H (0.782, -4.171, 5.613)
H (-0.602, -2.270, 4.804)
H (1.862, -2.963, -1.250)
H (3.199, -4.970, -0.601)
H (3.226, -5.675, 1.769)
Se (-3.177, 1.596, -3.193)
N (-4.805, 1.318, -2.529)
C (-4.690, 1.273, -1.209)
C (-5.714, 0.959, -0.277)
C (-5.383, 0.933, 1.042)
C (-4.041, 1.216, 1.442)
N (-3.069, 1.523, 0.635)
C (-3.373, 1.550, -0.700)
N (-2.435, 1.785, -1.603)
H (-6.712, 0.738, -0.634)
H (-6.112, 0.689, 1.803)
H (-3.793, 1.168, 2.499)

**Net charge**: -2
**LUMO level**: 3.168 eV
**E**: -7147.2370 Ha
**Energy relative to the best compared isomer or geometry (same formula, charge and spin)**: 23.5 kJ/mol
**F_max**: 0.00534 Eh/bohr